Entry 1:
This record from OMol25 describes a cluster of 11 separate species, C38H84N13O22S in total at a distorted geometry. The level of theory is ωB97M-V with the def2-TZVPD basis set.

The geometry in XYZ format:
```
158
C38H84N13O22S (ωB97M-V with the def2-TZVPD basis set)
C -0.75 -2.74 -3.42
C 0.22 -3.36 -2.98
C 1.42 -3.96 -2.47
S 2.28 -4.67 -3.94
N 2.33 -2.99 -1.83
C 2.03 -3.06 -0.45
N 2.14 -2.08 0.38
C 2.58 -0.76 -0.10
C 3.53 -0.03 0.88
C 2.78 1.14 1.51
C 3.59 2.04 2.44
C 5.09 2.14 2.15
C 5.41 3.11 1.00
C 6.22 2.50 -0.13
O 5.99 3.25 -1.33
C 7.11 4.05 -1.66
C 1.79 -2.31 1.77
O 0.42 -2.57 1.85
C 0.09 -3.39 2.95
N 1.61 -4.32 -0.08
C 1.30 -5.02 -1.36
C 0.19 -6.08 -1.37
C -0.95 -5.79 -0.38
C -1.47 -4.36 -0.41
C -2.72 -4.21 0.50
C -3.97 -4.70 -0.24
C -5.22 -4.48 0.65
C -6.44 -4.12 -0.22
C -6.27 -2.67 -0.75
C -7.24 -1.69 -0.05
C -7.99 -0.81 -1.07
C -8.91 0.17 -0.30
C -8.27 1.58 -0.21
C -7.87 1.87 1.26
H -1.58 -2.22 -3.81
H 3.28 -3.80 -4.15
H 3.29 -3.33 -1.84
H 3.10 -0.81 -1.05
H 1.68 -0.18 -0.28
H 3.89 -0.74 1.62
H 4.39 0.32 0.33
H 1.97 0.70 2.10
H 2.28 1.68 0.70
H 3.43 1.80 3.48
H 3.20 3.04 2.31
H 5.53 2.59 3.03
H 5.59 1.18 2.03
H 6.02 3.92 1.41
H 4.51 3.60 0.63
H 5.98 1.46 -0.35
H 7.28 2.56 0.11
H 7.45 4.69 -0.85
H 6.86 4.69 -2.50
H 7.93 3.40 -1.98
H 2.34 -3.16 2.18
H 2.03 -1.45 2.39
H 0.69 -4.30 2.98
H -0.94 -3.68 2.87
H 0.24 -2.87 3.90
H 2.35 -4.86 0.36
H 2.19 -5.62 -1.53
H 0.66 -7.01 -1.08
H -0.16 -6.15 -2.39
H -0.64 -6.04 0.63
H -1.79 -6.41 -0.68
H -0.74 -3.64 -0.06
H -1.82 -4.15 -1.42
H -2.86 -3.14 0.69
H -2.61 -4.77 1.42
H -4.11 -4.20 -1.19
H -3.87 -5.78 -0.39
H -5.01 -3.61 1.26
H -5.42 -5.36 1.25
H -7.31 -4.23 0.41
H -6.53 -4.82 -1.04
H -5.27 -2.34 -0.51
H -6.42 -2.61 -1.83
H -6.68 -1.02 0.60
H -7.99 -2.19 0.56
H -8.56 -1.50 -1.69
H -7.26 -0.27 -1.67
H -9.83 0.24 -0.86
H -9.07 -0.26 0.68
H -9.04 2.29 -0.51
H -7.37 1.65 -0.81
H -7.71 2.94 1.39
H -8.67 1.53 1.89
H -6.94 1.37 1.51
C 0.65 5.35 4.33
N 1.05 4.02 3.79
O 0.99 3.85 2.59
O 1.42 3.19 4.60
H 0.35 5.98 3.50
H -0.17 5.19 5.01
H 1.51 5.76 4.85
C 2.73 -9.90 0.11
N 1.67 -9.01 0.65
O 0.52 -9.32 0.43
O 2.03 -8.02 1.27
H 2.26 -10.72 -0.41
H 3.35 -9.30 -0.56
H 3.31 -10.26 0.96
C 0.44 1.90 -1.64
N -0.19 2.62 -2.79
O -1.12 2.08 -3.34
O 0.28 3.70 -3.07
H -0.09 0.96 -1.50
H 1.48 1.73 -1.89
H 0.34 2.53 -0.77
C 5.38 6.92 -1.54
N 5.67 8.22 -0.87
O 5.72 8.23 0.35
O 5.84 9.18 -1.58
H 5.26 6.16 -0.77
H 4.47 7.04 -2.11
H 6.23 6.71 -2.18
C 10.81 3.11 -0.12
N 10.24 3.18 1.25
O 10.99 3.04 2.19
O 9.04 3.37 1.34
H 11.88 2.94 -0.04
H 10.32 2.29 -0.64
H 10.60 4.06 -0.60
C -11.62 -4.21 -0.13
N -10.83 -3.08 0.43
O -10.82 -2.04 -0.19
O -10.23 -3.29 1.47
H -12.09 -3.88 -1.05
H -10.93 -5.03 -0.31
H -12.36 -4.48 0.61
C 8.69 2.80 5.38
N 7.34 2.19 5.49
O 6.38 2.89 5.22
O 7.28 1.03 5.84
H 8.58 3.83 5.06
H 9.16 2.75 6.36
H 9.25 2.23 4.65
C -12.34 0.15 -2.53
N -13.40 -0.89 -2.50
O -14.51 -0.58 -2.89
O -13.08 -1.98 -2.08
H -12.76 1.06 -2.93
H -11.99 0.28 -1.51
H -11.54 -0.22 -3.17
C -3.61 2.71 -5.23
N -5.06 2.67 -5.59
O -5.87 2.91 -4.73
O -5.32 2.38 -6.74
H -3.53 2.98 -4.18
H -3.20 1.73 -5.41
H -3.14 3.46 -5.85
C 8.97 9.72 0.56
N 9.31 8.35 0.07
O 9.17 8.12 -1.12
O 9.70 7.55 0.89
H 8.64 10.31 -0.28
H 8.18 9.60 1.29
H 9.87 10.14 1.01
```

Output
Kohn-Sham gap   8.24 eV
Energy above the lowest of the compared OMol25 structures with the same formula, charge and spin   19.58 kcal per mole
HOMO   -0.4184 Eh
Molar mass   1107.23 g mol⁻¹
LUMO level   -3.15 eV
Total charge   +1

Löwdin atomic charge list, values in e, 5 entries: 0.185, -0.139, -0.723, 0.874, 0.096

Entry 2:
This record from OMol25 describes a cluster of 8 separate species, C38H85N3O5 in total at a distorted geometry. The level of theory is ωB97M-V with the def2-TZVPD basis set.

The geometry in XYZ format:
```
131
C38H85N3O5 (ωB97M-V with the def2-TZVPD basis set)
C -20.24 -14.47 17.05
C -20.24 -15.38 15.80
C -19.81 -16.74 16.34
O -20.29 -16.78 17.68
C -20.32 -15.45 18.23
H -21.12 -13.83 17.01
H -19.35 -13.84 17.04
H -19.69 -14.96 14.96
H -21.27 -15.46 15.45
H -18.72 -16.88 16.28
H -20.30 -17.58 15.84
H -19.47 -15.33 18.91
H -21.28 -15.37 18.75
C -19.39 -10.80 12.96
C -19.36 -10.88 14.47
C -20.77 -11.37 14.82
O -21.60 -10.95 13.76
C -20.84 -10.43 12.69
H -19.16 -11.80 12.56
H -18.66 -10.14 12.49
H -19.17 -9.91 14.95
H -18.59 -11.53 14.90
H -21.10 -10.96 15.77
H -20.75 -12.46 14.92
H -20.92 -9.34 12.65
H -21.18 -10.83 11.73
C -16.87 -10.14 17.79
C -18.25 -10.43 18.43
C -18.07 -11.84 19.03
O -16.67 -12.13 18.89
C -16.31 -11.55 17.67
H -16.28 -9.57 18.50
H -17.02 -9.57 16.87
H -19.06 -10.45 17.69
H -18.51 -9.67 19.16
H -18.65 -12.62 18.54
H -18.28 -11.86 20.10
H -16.64 -12.12 16.79
H -15.22 -11.51 17.55
C -19.73 -15.58 9.94
C -18.86 -14.63 10.75
C -18.57 -15.45 12.00
O -19.69 -16.30 12.18
C -20.56 -16.21 11.04
H -19.07 -16.35 9.51
H -20.27 -15.12 9.12
H -19.44 -13.73 10.98
H -17.95 -14.29 10.25
H -18.45 -14.79 12.87
H -17.66 -16.05 11.92
H -21.43 -15.60 11.31
H -20.89 -17.22 10.79
C -15.49 -11.05 12.40
C -15.74 -11.63 13.78
C -15.04 -12.99 13.70
O -15.01 -13.33 12.33
C -15.64 -12.32 11.57
H -14.47 -10.67 12.31
H -16.23 -10.29 12.16
H -16.80 -11.88 13.87
H -15.45 -11.04 14.64
H -15.59 -13.73 14.28
H -14.00 -12.99 14.04
H -16.69 -12.56 11.35
H -15.12 -12.22 10.61
C -19.61 -7.21 15.25
C -20.11 -6.18 16.26
N -20.29 -6.76 17.57
C -21.32 -6.08 18.35
C -22.71 -6.42 17.85
C -19.01 -6.93 18.29
C -18.30 -5.67 18.71
H -19.44 -6.73 14.28
H -20.37 -7.98 15.10
H -18.67 -7.67 15.55
H -19.38 -5.34 16.28
H -21.04 -5.74 15.91
H -21.26 -6.41 19.39
H -21.13 -4.99 18.37
H -23.47 -5.83 18.35
H -22.80 -6.38 16.77
H -22.91 -7.47 18.08
H -18.46 -7.60 17.63
H -19.27 -7.49 19.19
H -17.37 -5.91 19.23
H -18.92 -5.08 19.38
H -18.02 -5.01 17.88
C -24.16 -12.65 16.51
C -25.53 -12.71 15.88
N -26.54 -13.17 16.79
C -27.79 -13.52 16.13
C -28.60 -14.57 16.91
C -26.70 -12.31 17.95
C -27.05 -10.85 17.66
H -23.38 -12.42 15.78
H -23.88 -13.60 17.00
H -24.06 -11.90 17.30
H -25.77 -11.68 15.53
H -25.51 -13.30 14.96
H -28.42 -12.63 15.98
H -27.55 -13.93 15.15
H -29.43 -14.90 16.28
H -27.97 -15.39 17.23
H -29.07 -14.13 17.79
H -25.81 -12.37 18.57
H -27.55 -12.73 18.50
H -26.19 -10.29 17.27
H -27.25 -10.36 18.61
H -27.93 -10.74 17.04
C -23.04 -11.00 8.66
C -22.38 -9.80 7.98
N -21.35 -10.14 7.01
C -20.51 -11.28 7.38
C -19.64 -11.10 8.64
C -20.51 -8.99 6.69
C -21.28 -7.90 5.95
H -23.56 -11.67 7.97
H -23.79 -10.62 9.36
H -22.34 -11.54 9.30
H -23.13 -9.20 7.48
H -21.95 -9.20 8.81
H -21.16 -12.15 7.48
H -19.88 -11.50 6.51
H -19.49 -12.07 9.11
H -18.66 -10.70 8.38
H -20.09 -10.42 9.36
H -19.66 -9.34 6.12
H -20.10 -8.52 7.61
H -22.10 -7.55 6.57
H -21.75 -8.33 5.06
H -20.65 -7.05 5.68
```

Output
Kohn-Sham gap   8.58 eV
SMILES   CCN(CC)CC.CCN(CC)CC.CCN(CC)CC.C1CCOC1.C1CCOC1.C1CCOC1.C1CCOC1.C1CCOC1
Energy above the lowest of the compared OMol25 structures with the same formula, charge and spin   0.00 kcal per mole
HOMO   -0.2971 Eh
Molar mass   664.11 g mol⁻¹
LUMO level   0.50 eV
Total charge   0

Löwdin atomic charge list, values in e, 5 entries: -0.166, -0.159, -0.201, -0.145, -0.176

Entry 3:
This record from OMol25 describes a cluster of 7 separate species, C38H85N7 in total at a distorted geometry. The level of theory is ωB97M-V with the def2-TZVPD basis set.

The geometry in XYZ format:
```
130
C38H85N7 (ωB97M-V with the def2-TZVPD basis set)
N -0.05 4.38 -1.77
C 1.22 4.46 -2.31
C 1.54 5.79 -2.43
C 0.37 6.52 -2.15
C -0.59 5.65 -1.69
H -0.30 3.46 -1.44
H 1.75 3.52 -2.37
H 2.46 6.21 -2.79
H 0.23 7.58 -2.28
H -1.56 5.76 -1.24
N -6.47 1.34 -4.08
C -5.42 0.57 -3.71
C -5.85 -0.39 -2.81
C -7.25 -0.18 -2.66
C -7.58 0.94 -3.37
H -6.53 2.05 -4.79
H -4.48 0.76 -4.20
H -5.23 -1.15 -2.37
H -7.89 -0.84 -2.10
H -8.54 1.41 -3.46
C 4.24 -2.74 -2.71
C 3.74 -3.96 -3.47
N 3.18 -4.97 -2.57
C 2.87 -6.18 -3.35
C 4.09 -7.03 -3.64
C 1.96 -4.45 -1.96
C 1.17 -5.42 -1.04
H 4.75 -2.02 -3.36
H 4.90 -2.93 -1.85
H 3.43 -2.20 -2.22
H 3.14 -3.65 -4.34
H 4.60 -4.38 -4.01
H 2.08 -6.78 -2.90
H 2.44 -5.90 -4.33
H 4.75 -7.16 -2.79
H 3.76 -8.03 -3.95
H 4.67 -6.64 -4.48
H 1.19 -4.05 -2.64
H 2.29 -3.69 -1.25
H 1.90 -5.91 -0.39
H 0.70 -6.24 -1.58
H 0.51 -4.86 -0.40
C -1.52 -0.59 4.82
C -0.27 -1.44 4.56
N 0.56 -1.68 5.71
C 0.90 -0.52 6.54
C 2.03 0.33 5.92
C 1.69 -2.55 5.39
C 1.15 -3.99 5.52
H -2.24 -1.09 5.45
H -1.97 -0.33 3.86
H -1.35 0.40 5.25
H -0.71 -2.32 4.08
H 0.35 -1.06 3.72
H 1.16 -0.89 7.54
H 0.07 0.16 6.65
H 2.87 -0.31 5.64
H 2.30 1.19 6.53
H 1.69 0.70 4.95
H 1.95 -2.42 4.34
H 2.56 -2.40 6.01
H 0.23 -4.11 4.97
H 1.84 -4.76 5.14
H 0.96 -4.31 6.55
C -6.73 3.60 -1.13
C -5.27 3.72 -1.62
N -5.13 4.80 -2.58
C -4.01 4.52 -3.50
C -4.04 5.44 -4.75
C -4.89 6.06 -1.87
C -5.52 7.30 -2.53
H -7.02 2.57 -0.89
H -7.45 3.90 -1.88
H -6.84 4.22 -0.24
H -4.55 3.65 -0.78
H -5.01 2.76 -2.09
H -3.03 4.49 -3.02
H -4.21 3.54 -3.95
H -3.91 4.77 -5.60
H -5.02 5.88 -4.91
H -3.22 6.15 -4.83
H -3.82 6.19 -1.66
H -5.35 6.02 -0.88
H -4.95 7.64 -3.40
H -5.48 8.15 -1.86
H -6.52 7.02 -2.88
C -0.50 -1.22 0.04
C 0.12 0.13 -0.38
N -0.66 1.34 -0.24
C -0.78 1.76 1.17
C 0.59 2.14 1.74
C -2.01 1.27 -0.81
C -2.06 1.26 -2.32
H 0.22 -2.03 0.01
H -1.42 -1.53 -0.47
H -0.93 -1.08 1.04
H 1.10 0.20 0.08
H 0.44 0.08 -1.42
H -1.48 2.59 1.30
H -1.26 0.98 1.78
H 0.34 2.48 2.75
H 1.29 1.32 1.87
H 1.12 2.96 1.26
H -2.66 2.03 -0.38
H -2.56 0.38 -0.46
H -1.55 0.34 -2.62
H -1.60 2.13 -2.79
H -3.06 1.08 -2.72
C 4.31 -1.08 0.73
C 4.15 -1.40 2.23
N 5.03 -2.38 2.83
C 4.87 -3.78 2.41
C 3.41 -4.17 2.33
C 6.43 -1.94 2.85
C 6.62 -0.82 3.89
H 3.72 -0.18 0.52
H 3.87 -1.86 0.11
H 5.35 -0.93 0.47
H 4.20 -0.48 2.81
H 3.08 -1.63 2.31
H 5.44 -3.90 1.47
H 5.43 -4.39 3.13
H 2.91 -4.00 3.28
H 2.94 -3.60 1.53
H 3.31 -5.23 2.08
H 6.78 -1.52 1.91
H 7.03 -2.81 3.14
H 7.67 -0.74 4.16
H 6.04 -0.96 4.81
H 6.24 0.14 3.54
```

Output
Kohn-Sham gap   8.69 eV
SMILES   c1cc[nH]c1.c1cc[nH]c1.CCN(CC)CC.CCN(CC)CC.CCN(CC)CC.CCN(CC)CC.CCN(CC)CC
Energy above the lowest of the compared OMol25 structures with the same formula, charge and spin   39.95 kcal per mole
HOMO   -0.2964 Eh
Molar mass   640.15 g mol⁻¹
LUMO level   0.63 eV
Total charge   0

Löwdin atomic charge list, values in e, 5 entries: 0.011, -0.135, -0.118, -0.123, -0.136